[1]
A cluster of 2 separate species, C4H7IN in total in a non-equilibrium geometry. Source: OMol25; level of theory: the ωB97M-V functional and the def2-TZVPD basis.

Geometry as XYZ:
```
13
Properties=species:S:1:pos:R:3:lowdin_charge:R:1
C -0.10847 1.12004 0.46936 -0.09
C 1.00322 0.68473 -0.47975 -0.10
C 0.09660 -1.40374 0.49700 -0.04
C -0.74161 -0.25273 0.26051 -0.15
N 0.37073 -0.61087 -0.68834 -0.02
I -4.04489 0.05797 0.06378 0.29
H -0.18629 1.55789 1.40845 0.10
H -0.66994 1.89726 -0.19193 0.16
H 1.32541 1.31523 -1.33234 0.16
H 1.99832 0.44969 -0.01902 0.15
H 1.05361 -1.45080 1.20321 0.19
H -0.47982 -2.37061 0.43607 0.16
H 0.38313 -0.99405 -1.62698 0.20
```

Values from the calculation:
- spin multiplicity = 1
- charge = +1
- energy relative to the best compared isomer or geometry (same formula, charge and spin) (eV) = 6.1334
- F_max (eV/A) = 4.79

***

[2]
A cluster of 2 separate species, C8H13N6O in total in a non-equilibrium geometry. Source: OMol25; level of theory: the ωB97M-V functional and the def2-TZVPD basis.

Geometry as XYZ:
```
28
Properties=species:S:1:pos:R:3:lowdin_charge:R:1
C -4.88617 0.32727 -0.09497 -0.26
C -1.99130 -1.63248 0.38420 -0.06
C 1.24844 0.73643 0.33123 -0.05
C 3.56523 0.48533 -0.23707 -0.34
C -3.58006 -1.56156 0.43280 -0.05
C -2.47707 0.39546 0.00374 -0.33
C -2.17402 1.84867 0.11030 0.01
C 1.97690 -1.35138 -0.51054 -0.04
N -5.90725 0.73392 -0.41477 0.19
N -1.50848 -0.47622 0.02573 0.07
N -3.70912 -0.16595 0.20572 -0.02
N 3.76036 1.66873 0.26495 0.25
N 2.28488 0.01805 -0.21781 -0.06
N 4.55644 -0.38276 -0.65837 0.20
O 1.39468 1.86748 0.72858 0.11
H -1.29036 -2.43374 0.37100 0.08
H -4.00071 -2.10940 -0.33765 0.11
H -3.84095 -1.93538 1.35493 0.10
H -3.15410 2.37079 0.22971 0.10
H -1.70737 2.15454 -0.86517 0.11
H -1.57864 2.09873 0.89881 0.04
H 2.34125 -1.58541 -1.64974 0.16
H 2.39046 -2.04753 0.21213 0.10
H 0.87556 -1.57076 -0.38783 0.09
H 2.75792 2.14838 0.46590 0.12
H 4.56540 1.91135 0.67041 0.09
H 5.58321 -0.15910 -0.42773 0.18
H 4.50488 -1.35349 -0.88849 0.10
```

Values from the calculation:
- spin multiplicity = 1
- charge = +1
- energy relative to the best compared isomer or geometry (same formula, charge and spin) (eV) = 5.1160
- F_max (eV/A) = 5.17

***

[3]
A cluster of 2 separate species, C4H14NO2 in total in a non-equilibrium geometry. Source: OMol25; level of theory: the ωB97M-V functional and the def2-TZVPD basis.

Geometry as XYZ:
```
21
Properties=species:S:1:pos:R:3:lowdin_charge:R:1
C 1.07320 -1.72501 -1.44099 -0.04
C -0.10005 -1.33223 -0.57082 -0.24
C -0.43497 0.13028 -0.89066 -0.38
C 0.70952 1.09633 -1.09600 -0.04
O -1.17907 0.62680 0.23204 -0.06
N 0.27215 -1.48215 0.93861 0.25
H 1.04689 -1.44441 -2.50383 0.11
H 2.03191 -1.34208 -1.06975 0.10
H 1.33293 -2.79896 -1.52982 0.10
H -1.08412 -1.79532 -0.56807 0.16
H -1.01176 0.21529 -1.82818 0.17
H 0.45944 2.17561 -0.98228 0.11
H 1.45601 0.90120 -0.32345 0.09
H 1.21236 1.19484 -2.06343 0.10
H -2.12765 0.55707 0.10808 0.13
H 0.14432 -0.57544 1.41308 0.16
H -0.26819 -2.26494 1.29750 0.17
H 1.26003 -1.72944 0.99989 0.16
H -0.52655 1.92544 1.43287 -0.02
H 0.23531 2.58456 2.79031 0.04
O -0.56215 2.38526 2.28538 -0.07
```

Values from the calculation:
- spin multiplicity = 1
- charge = +1
- energy relative to the best compared isomer or geometry (same formula, charge and spin) (eV) = 1.8633
- F_max (eV/A) = 2.52

***

[4]
A cluster of 2 separate species, C5H14NO in total in a non-equilibrium geometry. Source: OMol25; level of theory: the ωB97M-V functional and the def2-TZVPD basis.

Geometry as XYZ:
```
21
Properties=species:S:1:pos:R:3:lowdin_charge:R:1
C -1.13731 2.23598 -0.72179 -0.10
C -1.71828 1.00089 -0.02873 -0.25
C -0.99492 0.63300 1.27205 -0.19
C -0.50089 -0.79350 1.35464 -0.10
C 0.42102 -1.94130 -0.75490 0.16
N 0.39624 -1.00988 0.13927 0.04
H -1.50812 2.32703 -1.74768 0.08
H -0.04578 2.17347 -0.76668 0.06
H -1.39766 3.17336 -0.24644 0.08
H -1.81904 0.17184 -0.73157 0.10
H -2.76351 1.25727 0.17517 0.11
H -1.73594 0.67723 2.07735 0.13
H -0.24427 1.38695 1.51808 0.12
H -1.37516 -1.44329 1.43343 0.14
H 0.18574 -1.09683 2.13209 0.13
H 0.32881 -1.64592 -1.80276 0.13
H 0.24809 -3.00417 -0.64314 0.12
H 1.00912 -0.26670 -0.21403 0.12
H 3.03572 0.49396 -1.27985 0.05
H 3.68856 -0.69255 -0.63023 0.07
O 2.84105 -0.35216 -0.91370 -0.02
```

Values from the calculation:
- spin multiplicity = 1
- charge = +1
- energy relative to the best compared isomer or geometry (same formula, charge and spin) (eV) = 2.6563
- F_max (eV/A) = 2.03

***

[5]
A structure of composition C27H32CsN9O6S2Si in a non-equilibrium geometry. Source: OMol25; level of theory: the ωB97M-V functional and the def2-TZVPD basis.

Geometry as XYZ:
```
78
Properties=species:S:1:pos:R:3:lowdin_charge:R:1
Cs -0.65571 -1.08710 -0.41512 1.32
C -0.11409 -5.87811 -2.33322 -0.19
Si 0.50285 -4.82500 -0.87708 0.33
C -1.01098 -4.59441 0.22187 -0.20
C 1.73697 -5.92666 0.05452 -0.19
N 1.13451 -3.31352 -1.27984 -0.16
C 2.11578 -2.95072 -2.10719 -0.34
C 2.83991 -3.84631 -2.95659 -0.05
C 3.83398 -3.45745 -3.83282 -0.14
C 4.22162 -2.12584 -3.93136 -0.14
C 3.57685 -1.21043 -3.10584 -0.06
C 2.57086 -1.59492 -2.24479 -0.22
O 2.02475 -0.61712 -1.39034 -0.14
C 1.58999 0.57009 -1.91294 -0.40
C 1.03573 0.66151 -3.18639 -0.03
C 0.55648 1.88608 -3.62916 -0.08
C 0.60315 3.00639 -2.81073 -0.11
C 1.13419 2.89311 -1.53277 -0.09
C 1.62614 1.68058 -1.07314 -0.02
H -0.55847 -6.80655 -1.95888 0.02
H 0.68362 -6.14366 -3.03060 0.00
H -0.88609 -5.34187 -2.89092 0.02
H -1.31643 -5.55308 0.65091 0.03
H -1.86042 -4.16880 -0.31901 0.02
H -0.81260 -3.92814 1.06650 -0.01
H 1.22114 -6.67621 0.66234 0.01
H 2.36023 -5.32128 0.71690 0.02
H 2.40062 -6.45430 -0.63653 0.01
H 2.57323 -4.89573 -2.90142 0.08
H 4.31753 -4.21250 -4.44518 0.08
H 5.00364 -1.80705 -4.60833 0.07
H 3.85815 -0.16274 -3.12514 0.12
H 0.99096 -0.22460 -3.80570 0.12
H 0.11766 1.95685 -4.61744 0.10
H 0.19290 3.95105 -3.14122 0.09
H 1.14369 3.75539 -0.87682 0.09
H 2.02560 1.57119 -0.07217 0.12
C 2.11091 5.27883 3.82582 -0.10
C 1.43061 6.17571 3.00568 -0.11
C 0.39007 5.73814 2.20548 -0.05
C 0.02524 4.39480 2.24173 -0.24
C 0.68325 3.49815 3.07231 -0.01
C 1.74112 3.94323 3.85446 -0.07
N -1.03459 3.84203 1.45542 0.08
N -1.36042 4.50167 0.46007 0.09
C -2.39959 3.85417 -0.28856 -0.32
C -3.31662 3.01301 0.32290 -0.01
C -4.25478 2.38384 -0.47497 -0.05
C -4.22705 2.63145 -1.83925 -0.05
C -3.28597 3.51957 -2.34000 -0.16
N -2.38846 4.14673 -1.58385 0.11
H 2.92920 5.62909 4.44335 0.09
H 1.71894 7.21989 2.99174 0.09
H -0.14579 6.41288 1.55254 0.10
H 0.38395 2.45532 3.09768 0.07
H 2.26700 3.23152 4.47718 0.10
H -3.25982 2.83253 1.38513 0.09
H -4.94425 1.66121 -0.05643 0.09
H -4.91912 2.13301 -2.50461 0.10
H -3.24505 3.73565 -3.40325 0.10
N -2.17215 1.12864 3.55818 0.06
N -1.87443 -0.26048 3.55767 -0.03
C -0.63718 -0.70283 3.40450 -0.43
N -0.50712 -2.02748 3.17198 0.18
N 0.33357 0.24587 3.47405 0.13
N 1.64088 -0.07697 3.47259 -0.45
O 2.41194 0.87757 3.43012 0.00
O 2.06584 -1.24217 3.46064 0.00
H -3.06751 1.16260 3.07541 0.07
H -1.52296 1.56880 2.90634 0.03
H -2.63402 -0.87459 3.19781 -0.03
H -1.33445 -2.51495 2.83663 0.04
H 0.42158 -2.36989 2.99829 0.08
O -5.05131 -0.50314 0.19158 -0.45
S -3.76928 -1.12101 0.52804 -0.05
O -2.73781 -0.08915 0.83816 -0.73
O -3.27531 -1.99815 -0.54925 -0.62
S -3.96700 -2.24326 2.22230 0.20
```

Values from the calculation:
- spin multiplicity = 1
- charge = -2
- energy relative to the best compared isomer or geometry (same formula, charge and spin) (eV) = 0.5154
- F_max (eV/A) = 1.05

***

[6]
A structure of composition C30H45F5OP2Pd in a non-equilibrium geometry. Source: OMol25; level of theory: the ωB97M-V functional and the def2-TZVPD basis.

Geometry as XYZ:
```
84
Properties=species:S:1:pos:R:3:lowdin_charge:R:1
Pd 0.82251 -2.67360 -0.63259 0.99
C -0.79510 -0.31096 2.88588 -0.19
C 0.22863 -1.29254 2.83048 -0.22
C 1.19533 0.75940 2.45688 -0.23
C -0.19189 0.95978 2.67934 -0.16
C 1.46250 -0.63446 2.56448 -0.20
C -2.21758 -0.56450 3.19314 -0.03
H -2.55778 -1.50735 2.74497 0.08
H -2.85245 0.24433 2.81149 0.07
H -2.38874 -0.63722 4.27939 0.11
C -0.84681 2.27889 2.72351 -0.01
H -1.91775 2.19132 2.93337 0.08
H -0.72234 2.80570 1.76322 0.05
H -0.39801 2.91707 3.50074 0.11
C 2.17850 1.84302 2.25120 -0.06
H 2.43766 2.32960 3.20598 0.10
H 1.77196 2.62445 1.59441 0.07
H 3.11033 1.46332 1.81480 0.07
C 2.78422 -1.29099 2.50285 -0.03
H 3.08250 -1.67755 3.49171 0.11
H 3.56040 -0.58977 2.17466 0.07
H 2.77788 -2.14537 1.80618 0.05
C 0.04540 -2.72705 3.12488 -0.04
H -0.10803 -2.89875 4.20409 0.11
H 0.92239 -3.31147 2.82452 0.06
H -0.83578 -3.13292 2.60878 0.06
C -0.76132 -2.91674 -1.79557 -0.25
C -1.04623 -3.23446 -0.42641 -0.23
C -1.05684 -4.65547 0.06899 -0.14
C 0.35064 -5.22987 0.45339 -0.14
C 1.51278 -4.43009 -0.06901 -0.23
C 1.72283 -4.23125 -1.46990 -0.24
C 0.81870 -4.81856 -2.52721 -0.14
C -0.47328 -3.99038 -2.81387 -0.15
H -1.53033 -5.31495 -0.67136 0.13
H 0.42210 -6.27535 0.11877 0.14
H -1.68078 -4.67803 0.97449 0.12
H -1.33165 -4.67219 -2.90717 0.14
H -1.15474 -1.96488 -2.17067 0.11
H -1.59486 -2.47910 0.15132 0.12
H -0.35527 -3.50648 -3.79563 0.12
H 1.39742 -4.85985 -3.46279 0.13
H 2.74961 -4.00159 -1.78029 0.12
H 0.55147 -5.85541 -2.27893 0.13
H 0.42473 -5.24025 1.55070 0.11
H 2.39687 -4.33912 0.57411 0.13
P -2.49956 1.13613 -0.68761 0.77
C -3.52173 2.56108 -0.12638 -0.28
H -4.30948 2.78801 -0.85723 0.05
H -2.86776 3.43287 0.00225 0.01
H -3.97293 2.32216 0.84501 0.04
C -2.23094 1.68736 -2.42328 -0.31
H -3.18726 1.96010 -2.89101 0.05
H -1.76080 0.87325 -2.99163 0.02
H -1.55458 2.55207 -2.41240 0.03
C -3.83209 -0.09766 -0.97274 -0.31
H -3.39038 -0.99651 -1.42327 0.01
H -4.61158 0.30862 -1.63187 0.05
H -4.27152 -0.37371 -0.00474 0.04
P 1.94180 -0.53051 -1.72709 0.93
C 3.69543 -0.75572 -1.33755 -0.21
H 4.28317 -0.50245 -2.22955 0.07
H 3.87700 -1.80204 -1.04917 0.05
H 3.96687 -0.10232 -0.49604 0.06
C 1.73270 -0.74288 -3.51001 -0.21
H 1.69890 -1.81214 -3.76369 0.05
H 2.58446 -0.26190 -4.00840 0.08
H 0.78841 -0.27646 -3.82379 0.06
C 1.44951 1.13371 -1.26119 -0.21
H 1.90155 1.86130 -1.95084 0.08
H 1.76547 1.35989 -0.23309 0.04
H 0.35594 1.23396 -1.29187 0.01
F 0.17557 8.93242 -0.64388 0.17
C 0.09864 7.60140 -0.47617 -0.07
C -0.85560 7.06318 0.39210 -0.10
F -1.68903 7.88551 1.06676 0.14
C -0.94171 5.70188 0.55598 -0.08
F -1.83613 5.18677 1.43589 0.12
C -0.12564 4.78911 -0.19223 -0.25
O -0.29064 3.53552 -0.13872 0.03
C 0.88012 5.39350 -1.01680 -0.09
F 1.73442 4.57543 -1.66834 0.12
C 0.98026 6.75785 -1.15982 -0.10
F 1.92938 7.29286 -1.95889 0.14
```

Values from the calculation:
- spin multiplicity = 5
- charge = +2
- energy relative to the best compared isomer or geometry (same formula, charge and spin) (eV) = 3.0584
- <S²> = 6.065
- F_max (eV/A) = 7.57

***

Look up the charge of the sixth one.
+2

***

What is the energy relative to the best compared isomer or geometry (same formula, charge and spin) in the third record?
1.8633 eV

***

Which formula does entry 4 have?
C5H14NO

***

Look up the F_max of the sixth one.
7.57 eV/A